[1]
{"formula": "C3H5N3", "method": "wB97M-V/def2-TZVPD", "homo_energy_ha": [-0.3508, -0.3507], "relative_energy_kcal_mol": 104.8, "e_tot_ha": -281.4230, "elements": ["C", "H", "N", "H", "C", "H", "N", "C", "H", "N", "H"], "xyz": [[-1.772, -0.178, -0.568], [-1.618, -0.411, 0.541], [-0.052, -0.524, 1.577], [0.802, 1.372, -0.792], [0.500, 0.318, -0.751], [-2.786, -0.292, -0.954], [1.802, -0.519, 1.387], [0.693, -0.204, 0.638], [2.314, 0.351, 1.538], [-0.828, 0.210, -1.308], [1.202, -0.224, -1.398]], "nbo_charge": [-0.039, 0.171, -0.193, 0.239, -0.331, 0.183, -0.525, 0.304, 0.336, -0.385, 0.240]}

[2]
{"formula": "C4H4OS", "method": "wB97M-V/def2-TZVPD", "homo_energy_ha": [-0.2824, -0.2826], "relative_energy_kcal_mol": 125.3, "e_tot_ha": -628.0353, "elements": ["H", "C", "C", "H", "S", "O", "C", "H", "H", "C"], "xyz": [[-1.425, -1.318, 1.582], [0.998, 0.507, -0.486], [-0.362, -0.040, -0.954], [1.876, 0.596, 1.619], [-1.747, 0.734, 0.038], [-0.613, -1.244, -0.232], [1.155, 0.457, 0.808], [-0.603, -0.091, -1.976], [1.786, 1.002, -1.224], [-1.064, -0.603, 0.826]], "nbo_charge": [0.223, -0.395, -0.010, 0.212, 0.245, -0.473, -0.231, 0.217, 0.231, -0.019]}

[3]
{"formula": "C5H15N2O", "method": "wB97M-V/def2-TZVPD", "s_squared": 0.751, "homo_energy_ha": [-0.1123, -0.3463], "relative_energy_kcal_mol": 87.5, "e_tot_ha": -384.0386, "spin_multiplicity": 2, "elements": ["N", "H", "H", "C", "H", "H", "C", "C", "H", "H", "H", "H", "H", "H", "H", "O", "C", "C", "H", "H", "H", "H", "N"], "xyz": [[0.630, 1.272, -1.480], [0.822, 0.339, -2.020], [0.701, 0.583, 2.347], [-0.355, 0.854, 2.232], [-1.576, 0.142, -1.125], [-0.653, -1.905, -2.052], [0.970, -2.278, -0.835], [0.207, 0.701, -0.143], [-0.848, 1.398, 3.114], [0.443, -3.126, -0.604], [-0.996, -1.060, 2.700], [1.865, -2.355, -1.547], [1.085, 0.274, 0.446], [-1.135, -1.055, 0.279], [1.463, -1.727, -0.091], [-1.064, -0.306, 1.950], [-0.452, 1.637, 0.864], [-0.740, -0.378, -0.570], [-1.512, 2.021, 0.587], [1.323, 2.115, -1.624], [0.111, 2.518, 1.029], [-0.287, 1.661, -1.868], [-0.002, -1.327, -1.589]], "lowdin_spin": [0.216, 0.065, 0.001, 0.007, 0.028, 0.004, 0.014, 0.085, 0.000, 0.001, 0.001, 0.008, 0.018, 0.003, 0.003, 0.002, 0.052, 0.039, 0.019, 0.222, 0.030, 0.162, 0.020]}

[4]
{"formula": "C9H16N2O2Si", "method": "wB97M-V/def2-TZVPD", "homo_energy_ha": -0.3375, "relative_energy_kcal_mol": 55.6, "e_tot_ha": -901.9345, "elements": ["C", "C", "C", "H", "H", "H", "H", "H", "H", "O", "N", "H", "H", "H", "H", "H", "H", "C", "O", "N", "C", "C", "Si", "H", "H", "H", "C", "C", "H", "C"], "xyz": [[-0.945, 0.345, -1.117], [-1.202, 0.961, 0.050], [0.091, 1.315, -3.216], [-2.148, -1.370, 3.177], [-1.761, 2.044, 2.949], [1.150, -1.333, 2.575], [-0.852, 0.878, 4.088], [2.270, 0.986, -1.068], [0.010, -1.280, -1.913], [-0.441, -0.901, -1.160], [2.111, -0.855, -2.001], [-1.677, -2.223, 1.883], [-1.706, 1.922, 0.031], [-0.044, 1.851, -4.042], [0.061, 2.069, 3.253], [0.952, -1.513, 1.038], [-3.069, -1.164, 1.695], [1.922, 0.422, -1.854], [4.162, -1.078, -1.080], [1.277, 1.147, -2.789], [0.850, -0.754, 1.704], [-0.887, 1.365, 3.148], [-0.821, 0.109, 1.715], [2.654, -2.506, -1.081], [-1.841, 1.585, -2.666], [-1.720, 0.123, -3.096], [3.077, -1.541, -1.308], [-2.014, -1.297, 2.167], [1.706, -0.160, 1.486], [-1.165, 0.854, -2.570]], "nbo_charge": [0.383, -0.746, 0.224, 0.227, 0.234, 0.241, 0.238, 0.188, 0.518, -0.724, -0.607, 0.231, 0.234, 0.176, 0.238, 0.236, 0.228, 0.337, -0.559, -0.388, -1.110, -1.103, 1.581, 0.116, 0.236, 0.247, 0.527, -1.076, 0.229, -0.555]}

[5]
{"formula": "C8H13N2O", "method": "wB97M-V/def2-TZVPD", "charge": 1, "s_squared": 2.015, "homo_energy_ha": [-0.3567, -0.5073], "relative_energy_kcal_mol": 19.7, "e_tot_ha": -496.9343, "spin_multiplicity": 3, "elements": ["O", "H", "H", "C", "C", "C", "H", "H", "C", "C", "H", "H", "H", "C", "H", "H", "H", "N", "C", "H", "C", "H", "N", "H"], "xyz": [[-2.422, -1.224, -0.060], [1.692, -1.032, -0.588], [-4.605, 1.391, 0.895], [-2.551, 1.118, 0.222], [2.701, -0.742, 1.056], [-1.791, 0.015, 0.176], [2.794, 0.722, -2.089], [0.819, 1.575, 0.240], [-1.517, -2.119, -0.244], [3.097, 0.470, -1.021], [-1.688, -3.204, -0.182], [-4.289, 0.385, -0.548], [-4.146, 2.284, -0.570], [0.666, 0.490, 0.184], [3.974, -0.083, -1.223], [2.780, 0.126, 1.680], [3.501, 1.455, -0.665], [2.165, -0.300, -0.235], [-3.993, 1.307, -0.022], [1.897, -1.322, 1.630], [-0.365, -0.311, 0.175], [-1.998, 1.998, 0.475], [-0.267, -1.654, -0.162], [3.545, -1.345, 0.876]], "lowdin_spin": [0.109, 0.001, 0.030, 0.455, 0.019, 0.188, 0.001, 0.027, 0.178, 0.004, 0.009, 0.003, 0.014, 0.570, 0.000, 0.003, 0.000, 0.007, 0.077, 0.002, 0.211, 0.022, 0.069, 0.002]}

[6]
{"formula": "C47H35BrClMoN8OP", "method": "wB97M-V/def2-TZVPD", "charge": 2, "s_squared": 2.113, "homo_energy_ha": [-0.4009, -0.4018], "relative_energy_kcal_mol": 49.9, "e_tot_ha": -5768.6754, "spin_multiplicity": 3, "elements": ["C", "C", "C", "H", "H", "O", "N", "C", "C", "C", "C", "Br", "N", "C", "C", "H", "N", "C", "Mo", "C", "H", "C", "C", "C", "H", "C", "H", "C", "C", "H", "C", "C", "C", "C", "H", "H", "Cl", "H", "H", "C", "N", "C", "C", "H", "H", "C", "H", "H", "N", "C", "N", "C", "H", "H", "C", "P", "C", "H", "H", "C", "H", "H", "C", "C", "C", "C", "H", "C", "C", "C", "H", "H", "H", "H", "N", "C", "H", "H", "N", "H", "C", "H", "H", "C", "H", "C", "H", "C", "H", "H", "C", "C", "C", "C", "C"], "xyz": [[-4.072, 1.264, -1.087], [-0.371, -4.958, -2.122], [-3.244, -3.986, 1.001], [4.852, -4.554, 2.568], [0.416, 2.850, 0.950], [-0.636, 0.051, 0.836], [2.464, -1.128, -1.483], [-2.052, -0.085, -1.013], [-2.621, 1.361, 0.863], [4.072, -3.944, 2.146], [-3.736, 1.780, 0.180], [-4.420, 8.469, -1.600], [0.669, -2.874, -1.438], [-4.861, 6.631, -1.575], [0.645, -5.213, -3.026], [1.003, 1.099, 6.957], [-5.212, 1.611, -1.705], [1.846, 4.439, 0.733], [0.636, -1.165, -0.283], [0.488, -0.036, 5.212], [4.542, 1.670, 0.842], [4.151, 3.765, 0.676], [-3.243, 0.264, -1.686], [4.344, 0.022, -2.430], [-1.174, -5.666, -2.000], [-5.503, 3.930, -1.566], [-6.830, 6.962, -0.791], [3.165, -1.801, 1.554], [-3.464, -0.297, -2.955], [4.980, 0.891, -2.400], [1.464, 3.119, 0.879], [1.978, -3.699, 1.046], [3.778, 2.437, 0.820], [4.525, -0.972, -3.388], [0.635, -6.103, -3.631], [1.101, 5.220, 0.696], [0.717, 1.152, -1.492], [1.090, -4.133, 0.612], [-1.288, -1.577, 2.330], [2.428, 2.114, 0.944], [-0.874, -2.547, 0.554], [1.867, 1.922, 5.180], [0.665, -0.183, 3.846], [-2.961, 6.029, -2.372], [0.227, -1.028, 3.336], [-3.923, 5.696, -2.016], [3.986, -0.059, 2.148], [2.746, -5.585, 1.677], [-5.882, 2.633, -1.669], [1.678, -4.292, -3.120], [3.259, -0.438, 1.546], [4.187, -2.574, 2.122], [3.161, 0.689, -0.798], [3.498, 5.797, 0.561], [3.322, -0.100, -1.514], [1.804, 0.456, 1.344], [-1.304, -1.326, -2.791], [3.772, -2.839, -4.083], [5.051, -2.077, 2.536], [2.650, -2.103, -2.401], [-2.395, 1.748, 1.846], [-7.416, 4.552, -0.816], [-4.231, 4.359, -1.999], [2.914, -4.520, 1.627], [-2.483, -4.224, -0.119], [-1.281, -3.532, -0.297], [5.307, -0.901, -4.126], [-0.338, -3.803, -1.346], [-6.447, 4.887, -1.150], [-2.483, -1.095, -3.499], [2.351, 2.736, 5.698], [-2.794, -4.941, -0.863], [-3.522, 3.624, -2.353], [-0.500, -1.879, -3.257], [2.085, -2.359, 0.975], [1.660, -3.145, -2.335], [2.621, 2.523, 3.289], [-2.593, -1.524, -4.482], [-1.099, -0.874, -1.564], [-4.373, -0.079, -3.492], [3.192, 4.765, 0.645], [-4.400, 2.508, 0.624], [-4.168, -4.515, 1.168], [-2.778, -3.042, 1.922], [-3.315, -2.858, 2.838], [2.023, 1.791, 3.810], [5.198, 4.016, 0.595], [-1.734, 0.443, 0.275], [2.490, -4.474, -3.802], [-0.123, -0.740, 5.756], [1.419, 0.735, 3.125], [3.668, -2.049, -3.360], [-1.625, -2.344, 1.647], [-6.119, 6.223, -1.130], [1.103, 1.007, 5.886]], "lowdin_spin": [0.044, -0.006, 0.017, 0.000, 0.000, 0.022, 0.017, 0.002, 0.031, 0.006, -0.041, 0.009, 0.009, 0.030, 0.041, 0.000, -0.009, 0.000, 1.390, 0.000, 0.000, 0.000, -0.009, 0.005, -0.001, -0.008, -0.001, 0.011, 0.022, 0.000, 0.002, 0.004, 0.002, 0.011, 0.002, 0.000, 0.073, 0.000, 0.001, 0.006, 0.007, 0.001, 0.001, -0.001, 0.000, -0.005, 0.000, 0.000, 0.047, -0.007, 0.001, 0.001, 0.000, 0.000, 0.013, 0.059, 0.022, 0.000, 0.000, 0.010, 0.003, 0.001, 0.022, 0.000, 0.005, 0.015, 0.000, 0.038, 0.025, -0.013, 0.000, 0.000, 0.001, 0.001, 0.036, 0.035, 0.000, -0.001, -0.002, 0.002, 0.001, -0.003, 0.001, 0.005, 0.000, 0.003, 0.000, -0.044, -0.001, 0.000, 0.015, 0.008, 0.018, -0.005, 0.001]}

Copy entry 2 word for word.
{"formula": "C4H4OS", "method": "wB97M-V/def2-TZVPD", "homo_energy_ha": [-0.2824, -0.2826], "relative_energy_kcal_mol": 125.3, "e_tot_ha": -628.0353, "elements": ["H", "C", "C", "H", "S", "O", "C", "H", "H", "C"], "xyz": [[-1.425, -1.318, 1.582], [0.998, 0.507, -0.486], [-0.362, -0.040, -0.954], [1.876, 0.596, 1.619], [-1.747, 0.734, 0.038], [-0.613, -1.244, -0.232], [1.155, 0.457, 0.808], [-0.603, -0.091, -1.976], [1.786, 1.002, -1.224], [-1.064, -0.603, 0.826]], "nbo_charge": [0.223, -0.395, -0.010, 0.212, 0.245, -0.473, -0.231, 0.217, 0.231, -0.019]}